16
Properties=species:S:1:pos:R:3 method="wB97M-V/def2-TZVPD" e_above_lowest_kcal_mol=27.8 smiles=CC[C@H]1O[C@H]1C e_homo_ha=-0.368 gap_ev=11.2
C -1.630 -0.553 0.839
C -0.164 -0.440 1.274
C 0.475 0.735 0.576
O 1.797 0.698 0.056
C 0.706 0.771 -0.867
C 0.645 -0.409 -1.801
H -2.141 0.417 0.892
H -2.183 -1.255 1.469
H -1.704 -0.901 -0.198
H -0.101 -0.291 2.358
H 0.380 -1.360 1.041
H 0.269 1.699 1.047
H 0.532 1.740 -1.342
H 0.918 -1.324 -1.271
H 1.388 -0.246 -2.588
H -0.332 -0.538 -2.280